(1)
This record from the Open Molecules 2025 dataset describes a cluster of 2 separate species, HIN2 in total in a non-equilibrium geometry. The level of theory is wB97M-V/def2-TZVPD.

HOMO-LUMO gap (spin up / spin down), eV: 10.1 / 5.4
E_HOMO (spin up / spin down), eV: -9.98 / -8.33

Atoms and positions in Å:
N1 -0.03 0.86 -0.14
N2 -0.94 1.52 0.05
I1 -3.83 -0.13 0.02
H1 0.32 0.00 0.38

---

(2)
This record from the Open Molecules 2025 dataset describes the molecule C5H9N in a non-equilibrium geometry. The level of theory is wB97M-V/def2-TZVPD.

HOMO-LUMO gap, eV: 10.2
SMILES string: C=C[C@H]1N[C@@H]1C
E_HOMO, eV: -9.04

Atoms and positions in Å:
C1 2.52 0.25 -0.46
C2 1.67 -0.54 0.24
C3 0.26 -0.23 0.57
N1 -0.14 1.13 0.43
C4 -0.82 0.15 -0.42
C5 -2.28 -0.28 -0.27
H1 2.24 1.33 -0.74
H2 3.54 -0.12 -0.70
H3 2.10 -1.53 0.64
H4 -0.12 -0.79 1.45
H5 -0.69 1.54 1.21
H6 -0.50 0.17 -1.51
H7 -2.38 -1.36 -0.45
H8 -2.41 -0.05 0.84
H9 -3.00 0.34 -0.82

---

(3)
This record from the Open Molecules 2025 dataset describes the molecule C2H5NOS2 in a non-equilibrium geometry. The level of theory is wB97M-V/def2-TZVPD.

HOMO-LUMO gap, eV: 9.3
SMILES string: CSC(=S)NO
E_HOMO, eV: -8.77

Atoms and positions in Å:
C1 -2.14 -0.41 -0.19
S1 -0.98 0.93 0.12
C2 0.52 0.03 0.00
S2 0.60 -1.62 0.13
N1 1.53 0.88 0.06
O1 2.90 0.62 -0.08
H1 -2.98 -0.05 -0.69
H2 -2.56 -0.81 0.73
H3 -1.43 -1.14 -0.46
H4 1.42 1.91 0.14
H5 3.14 -0.33 0.26

---

(4)
This record from the Open Molecules 2025 dataset describes the molecule C5H14N2O in a non-equilibrium geometry. The level of theory is wB97M-V/def2-TZVPD.

HOMO-LUMO gap, eV: 9.7
SMILES string: NCCC[C@@H](N)CO
E_HOMO, eV: -8.93

Atoms and positions in Å:
N1 0.05 -1.84 -2.89
C1 -0.20 -1.71 -1.46
C2 -0.82 -0.42 -0.93
C3 -0.82 -0.47 0.63
C4 0.25 0.38 1.33
N2 1.53 0.47 0.63
C5 -0.21 1.77 1.94
O1 0.07 2.88 1.09
H1 -0.39 -1.18 -3.51
H2 1.03 -1.79 -3.16
H3 -0.84 -2.60 -1.25
H4 0.75 -1.86 -0.93
H5 -1.88 -0.35 -1.15
H6 -0.27 0.48 -1.20
H7 -0.50 -1.52 0.74
H8 -1.81 -0.30 1.11
H9 0.45 -0.17 2.27
H10 2.35 0.69 1.15
H11 1.41 1.08 -0.16
H12 0.15 1.94 2.95
H13 -1.29 1.70 1.84
H14 1.02 2.82 0.95

---

(5)
This record from the Open Molecules 2025 dataset describes the molecule C20H30N2O. The level of theory is wB97M-V/def2-TZVPD.

HOMO-LUMO gap, eV: 9.1
SMILES string: Cc1ccc([C@H](C(=O)NC2CCCC2)N2CCC[C@H](C)C2)cc1
E_HOMO, eV: -8.37

Atoms and positions in Å:
C1 4.18 -2.51 3.35
C2 3.36 -1.61 2.48
C3 3.43 -1.69 1.10
C4 2.68 -0.85 0.29
C5 1.83 0.09 0.85
C6 1.02 1.03 -0.01
C7 -0.40 1.30 0.52
O1 -0.94 2.38 0.36
N1 -1.01 0.23 1.08
C8 -2.37 0.22 1.59
C9 -2.61 1.27 2.69
C10 -3.69 2.21 2.13
C11 -4.50 1.30 1.21
C12 -3.41 0.51 0.49
N2 0.98 0.60 -1.40
C13 0.68 1.67 -2.33
C14 0.98 1.20 -3.76
C15 0.15 -0.04 -4.09
C16 0.41 -1.12 -3.04
C17 -0.43 -2.36 -3.30
C18 0.12 -0.55 -1.65
C19 1.77 0.19 2.24
C20 2.52 -0.65 3.04
H1 4.33 -3.48 2.88
H2 3.72 -2.65 4.32
H3 5.17 -2.07 3.51
H4 4.09 -2.42 0.64
H5 2.77 -0.91 -0.78
H6 1.53 2.00 0.00
H7 -0.45 -0.60 1.21
H8 -2.52 -0.79 2.00
H9 -1.70 1.81 2.92
H10 -2.96 0.79 3.60
H11 -4.29 2.66 2.91
H12 -3.21 2.99 1.54
H13 -5.14 0.63 1.79
H14 -5.13 1.86 0.51
H15 -2.95 1.13 -0.27
H16 -3.78 -0.41 0.03
H17 1.32 2.52 -2.09
H18 -0.37 1.99 -2.26
H19 0.76 2.00 -4.46
H20 2.04 0.95 -3.83
H21 0.41 -0.41 -5.08
H22 -0.91 0.22 -4.08
H23 1.47 -1.39 -3.08
H24 -1.49 -2.12 -3.25
H25 -0.22 -2.77 -4.28
H26 -0.22 -3.13 -2.56
H27 0.32 -1.31 -0.90
H28 -0.95 -0.28 -1.60
H29 1.13 0.93 2.70
H30 2.46 -0.56 4.12

---

(6)
This record from the Open Molecules 2025 dataset describes a cluster of 2 separate species, C7H14 in total in a non-equilibrium geometry. The level of theory is wB97M-V/def2-TZVPD.

HOMO-LUMO gap, eV: 8.3
E_HOMO, eV: -7.60

Atoms and positions in Å:
C1 -1.72 0.11 0.36
C2 -1.09 -1.26 0.72
C3 -0.16 -1.89 -0.36
C4 1.20 -1.21 -0.38
C5 1.02 0.20 -0.75
C6 1.21 1.23 0.13
C7 0.88 2.57 -0.08
H1 -2.29 0.51 1.19
H2 -0.92 0.94 0.16
H3 -2.30 0.03 -0.56
H4 -1.87 -1.98 1.01
H5 -0.56 -1.08 1.65
H6 -0.65 -1.81 -1.37
H7 -0.06 -2.95 -0.08
H8 1.65 -1.26 0.62
H9 1.87 -1.72 -1.08
H10 1.05 0.44 -1.84
H11 -0.75 1.96 0.05
H12 1.76 1.00 1.04
H13 0.51 2.83 -1.05
H14 1.21 3.33 0.63

---

(7)
This record from the Open Molecules 2025 dataset describes the molecule CH4N2O in a non-equilibrium geometry. The level of theory is wB97M-V/def2-TZVPD.

HOMO-LUMO gap, eV: 10.0
SMILES string: CNN=O
E_HOMO, eV: -9.15

Atoms and positions in Å:
C1 -1.09 0.02 0.24
N1 0.47 0.04 -0.45
N2 1.31 -0.26 0.44
O1 2.52 -0.26 0.07
H1 -1.15 -0.98 0.69
H2 -0.74 0.90 0.83
H3 -1.92 0.34 -0.35
H4 0.60 0.21 -1.47

---

(8)
This record from the Open Molecules 2025 dataset describes a structure of composition C21H32NPb in a non-equilibrium geometry. The level of theory is wB97M-V/def2-TZVPD.

HOMO-LUMO gap (spin up / spin down), eV: 4.7 / 5.1
Net charge: +1
E_HOMO (spin up / spin down), eV: -9.86 / -9.81

Atoms and positions in Å:
C1 0.24 1.26 2.38
C2 -0.76 2.01 1.69
C3 -0.13 2.67 0.58
C4 1.26 2.33 0.61
C5 1.48 1.45 1.70
Pb1 -0.22 -0.13 -0.17
C6 1.02 -0.53 -3.88
C7 0.99 -1.33 -2.69
H1 0.51 -2.33 -2.69
C8 1.76 -0.99 -1.52
H2 2.43 -0.14 -1.56
H3 2.09 -1.76 -0.83
C9 0.04 -0.95 -5.00
H4 -0.72 -1.75 -4.87
H5 -0.52 -0.16 -5.53
H6 0.73 -1.37 -5.75
C10 1.10 0.96 -3.63
H7 0.89 1.43 -2.64
H8 2.16 1.13 -3.81
H9 0.56 1.60 -4.33
C11 -2.19 2.12 2.08
H10 -2.62 1.14 2.33
H11 -2.30 2.76 2.96
H12 -2.79 2.56 1.27
C12 -0.81 3.57 -0.39
H13 -1.81 3.19 -0.66
H14 -0.95 4.58 0.04
H15 -0.24 3.67 -1.32
C13 2.31 2.85 -0.30
H16 1.89 3.42 -1.14
H17 3.00 3.53 0.24
H18 2.93 2.05 -0.73
C14 2.79 0.89 2.12
H19 3.50 0.84 1.29
H20 3.24 1.51 2.91
H21 2.69 -0.13 2.54
C15 0.03 0.48 3.63
H22 0.79 -0.30 3.75
H23 0.11 1.14 4.50
H24 -0.96 0.01 3.67
C16 -2.40 0.05 -1.26
C17 -2.17 0.07 -2.76
C18 -3.66 0.49 -0.93
C19 -2.35 1.38 -3.25
H25 -1.54 -0.41 -3.53
C20 -4.12 1.64 -1.59
H26 -4.24 -0.07 -0.15
C21 -3.36 2.13 -2.68
H27 -1.79 1.79 -4.11
H28 -4.99 2.20 -1.25
H29 -3.60 3.08 -3.10
N1 -0.40 -2.37 1.16
H30 -1.25 -2.38 1.73
H31 0.38 -2.63 1.78
H32 -0.49 -3.09 0.44

---

(9)
This record from the Open Molecules 2025 dataset describes a structure of composition C21H38N4O3 in a non-equilibrium geometry. The level of theory is wB97M-V/def2-TZVPD.

HOMO-LUMO gap, eV: 8.2
E_HOMO, eV: -7.84

Atoms and positions in Å:
C1 1.44 1.48 -0.06
H1 1.22 2.58 -0.12
H2 2.03 1.12 -0.84
H3 0.46 1.05 -0.49
C2 1.85 1.06 1.04
N1 2.39 -0.37 1.24
C3 1.65 -1.39 1.28
O1 1.89 -2.72 1.05
C4 -0.01 -1.37 1.15
H4 -0.32 -0.21 1.03
C5 -0.66 -2.35 0.21
N2 -2.06 -2.32 0.18
C6 -2.66 -2.34 1.28
O2 -3.89 -2.52 1.72
C7 -1.65 -2.86 2.37
H5 -2.02 -2.95 3.54
C8 -0.53 -1.56 2.61
H6 -0.93 -0.82 3.18
H7 0.11 -2.18 3.23
H8 -1.10 -3.79 2.33
C9 -2.90 -1.74 -0.94
C10 -2.74 -0.27 -0.87
C11 -3.39 0.45 0.32
N3 -3.49 1.94 0.15
C12 -4.57 2.34 0.83
C13 -4.79 4.03 0.63
O3 -3.46 4.92 0.46
C14 -2.74 4.03 -0.38
C15 -2.23 2.74 -0.01
H9 -1.71 2.36 -0.81
H10 -1.86 2.55 0.87
H11 -1.74 4.74 -0.55
H12 -3.15 4.19 -1.38
H13 -5.26 4.61 1.31
H14 -5.18 4.11 -0.37
H15 -5.48 1.87 1.13
H16 -4.07 2.47 1.84
H17 -4.27 0.16 0.75
H18 -2.68 0.33 1.10
H19 -3.40 -0.03 -1.75
H20 -1.85 0.27 -1.12
H21 -2.42 -2.25 -1.54
H22 -3.83 -2.00 -0.62
H23 -0.30 -1.65 -0.89
H24 -0.20 -3.29 0.15
C16 3.60 -0.57 1.25
H25 4.13 -0.07 2.16
H26 3.80 -1.57 1.34
C17 4.39 -0.25 -0.03
N4 3.96 -0.64 -1.17
C18 4.41 -0.02 -2.41
C19 3.80 -0.79 -3.59
H27 2.77 -0.23 -4.00
H28 4.56 -0.76 -4.29
C20 3.36 -1.95 -2.83
H29 2.33 -2.21 -2.76
H30 3.89 -2.91 -3.52
C21 3.94 -2.00 -1.43
H31 4.82 -2.47 -1.28
H32 3.13 -2.35 -0.51
H33 5.50 -0.05 -2.47
H34 4.24 1.15 -2.35
H35 5.45 -0.50 0.04
H36 4.66 0.95 0.10
H37 2.73 1.65 1.59
H38 1.04 1.17 1.96

---

(10)
This record from the Open Molecules 2025 dataset describes a cluster of 9 separate species, C30H76ClNO13P2 in total in a non-equilibrium geometry. The level of theory is wB97M-V/def2-TZVPD.

HOMO-LUMO gap, eV: 9.6
SMILES string: CC[C@@H](Cl)[C@]1(OC[C@@H](C)CC(C)C)C[C@@H](PP(=O)(O)O)C(=O)N1.CCO.CCO.CCO.CCO.CCO.CCO.CCO.CCO
E_HOMO, eV: -9.16

Atoms and positions in Å:
C1 2.22 -3.58 3.85
C2 1.63 -3.31 2.48
C3 2.44 -2.28 1.69
Cl1 3.83 -3.07 0.90
C4 1.57 -1.49 0.69
O1 0.69 -0.80 1.53
C5 -0.11 0.25 0.96
C6 -0.42 1.34 2.01
C7 -0.08 0.90 3.44
C8 0.07 2.75 1.66
C9 1.53 2.98 1.23
C10 1.74 2.86 -0.30
C11 2.56 2.15 2.00
C12 0.85 -2.41 -0.31
C13 1.70 -2.37 -1.56
P1 0.88 -2.82 -3.13
P2 2.65 -2.81 -4.39
O2 3.89 -2.61 -3.62
O3 2.66 -4.13 -5.27
O4 2.39 -1.64 -5.44
C14 2.22 -0.96 -1.52
O5 2.42 -0.22 -2.46
N1 2.38 -0.65 -0.18
H1 3.20 -4.06 3.77
H2 2.36 -2.64 4.41
H3 1.58 -4.23 4.45
H4 0.61 -2.93 2.59
H5 1.58 -4.23 1.90
H6 2.84 -1.55 2.40
H7 -1.05 -0.20 0.65
H8 0.37 0.66 0.07
H9 -1.51 1.42 2.00
H10 0.96 0.61 3.56
H11 -0.71 0.05 3.73
H12 -0.27 1.73 4.11
H13 -0.11 3.37 2.55
H14 -0.58 3.17 0.89
H15 1.75 4.02 1.47
H16 0.81 2.67 -0.82
H17 2.41 2.03 -0.54
H18 2.19 3.77 -0.71
H19 3.56 2.38 1.63
H20 2.55 2.42 3.05
H21 2.37 1.08 1.94
H22 0.61 -3.41 0.07
H23 -0.12 -1.97 -0.57
H24 2.60 -2.98 -1.46
H25 0.66 -4.21 -2.98
H26 3.59 -4.32 -5.49
H27 2.73 -0.84 -4.99
H28 3.27 -0.31 0.15
C15 1.55 8.81 1.10
C16 1.10 7.55 1.83
O6 1.10 6.40 0.98
H29 0.91 8.99 0.24
H30 1.51 9.68 1.75
H31 2.57 8.69 0.74
H32 0.07 7.66 2.17
H33 1.73 7.37 2.70
H34 2.00 6.28 0.67
C17 2.88 -6.55 -0.91
C18 1.62 -6.96 -0.17
O7 0.66 -5.90 -0.13
H35 3.33 -5.68 -0.43
H36 3.61 -7.35 -0.94
H37 2.63 -6.28 -1.94
H38 1.85 -7.20 0.87
H39 1.17 -7.84 -0.63
H40 0.43 -5.70 -1.05
C19 -1.56 -3.57 5.17
C20 -1.23 -4.93 5.78
O8 -0.54 -4.82 7.01
H41 -0.64 -3.00 5.02
H42 -2.06 -3.69 4.21
H43 -2.21 -3.00 5.84
H44 -0.57 -5.49 5.12
H45 -2.15 -5.51 5.91
H46 -1.10 -4.33 7.63
C21 5.22 0.94 -6.64
C22 4.36 1.01 -7.89
O9 3.84 -0.26 -8.27
H47 6.05 0.24 -6.79
H48 5.63 1.92 -6.39
H49 4.64 0.59 -5.79
H50 4.96 1.35 -8.74
H51 3.54 1.73 -7.75
H52 3.30 -0.58 -7.54
C23 -0.25 13.02 -0.92
C24 0.34 11.84 -0.17
O10 0.91 12.22 1.08
H53 0.51 13.78 -1.09
H54 -0.66 12.71 -1.88
H55 -1.06 13.48 -0.34
H56 1.15 11.39 -0.75
H57 -0.43 11.07 -0.01
H58 0.21 12.61 1.61
C25 -2.50 -6.75 -5.03
C26 -1.23 -5.97 -4.72
O11 -0.42 -6.63 -3.75
H59 -3.08 -6.91 -4.12
H60 -3.12 -6.21 -5.75
H61 -2.26 -7.73 -5.45
H62 -1.48 -5.00 -4.29
H63 -0.65 -5.80 -5.63
H64 -0.16 -7.48 -4.10
C27 -5.01 -0.96 1.13
C28 -4.25 -0.03 0.20
O12 -3.06 -0.62 -0.31
H65 -4.37 -1.26 1.96
H66 -5.90 -0.47 1.52
H67 -5.31 -1.87 0.60
H68 -3.94 0.87 0.73
H69 -4.89 0.28 -0.63
H70 -3.30 -1.41 -0.80
C29 -9.90 -0.12 3.55
C30 -9.10 0.75 2.59
O13 -7.95 0.08 2.08
H71 -9.27 -0.44 4.38
H72 -10.75 0.43 3.95
H73 -10.27 -1.01 3.05
H74 -8.72 1.63 3.10
H75 -9.73 1.08 1.76
H76 -8.25 -0.71 1.61

---

(11)
This record from the Open Molecules 2025 dataset describes a cluster of 3 separate species, C3H9NO2 in total in a non-equilibrium geometry. The level of theory is wB97M-V/def2-TZVPD.

HOMO-LUMO gap, eV: 9.9
SMILES string: C=CN=C.O.O
E_HOMO, eV: -9.09

Atoms and positions in Å:
C1 1.22 0.22 -1.79
C2 0.26 0.66 -1.00
N1 -0.47 -0.04 -0.05
C3 -1.35 -0.89 -0.29
H1 1.40 -0.85 -1.94
H2 1.85 0.82 -2.43
H3 0.11 1.73 -0.91
H4 -1.86 -1.39 0.53
H5 -1.70 -1.17 -1.29
O1 -0.93 4.63 3.41
H6 0.01 4.68 3.63
H7 -1.22 3.72 3.52
O2 0.59 -4.19 -0.65
H8 0.59 -3.74 0.21
H9 1.50 -4.20 -0.96

---

(12)
This record from the Open Molecules 2025 dataset describes a structure of composition C28H33F7I2O8S in a non-equilibrium geometry. The level of theory is wB97M-V/def2-TZVPD.

HOMO-LUMO gap, eV: 7.5
E_HOMO, eV: -8.73

Atoms and positions in Å:
C1 0.73 -0.15 1.72
C2 0.45 -0.48 0.21
I1 -0.71 -2.33 -0.04
C3 -0.16 0.73 -0.61
I2 -0.70 0.05 -2.64
C4 -1.44 1.35 0.02
C5 -2.76 0.70 -0.05
C6 -3.96 1.30 0.50
S1 -5.63 0.59 0.48
O1 -6.00 0.26 1.85
O2 -6.54 1.65 0.02
C7 -5.83 -0.83 -0.72
F1 -4.83 -0.93 -1.66
F2 -6.99 -0.57 -1.42
C8 -6.10 -2.24 0.00
F3 -7.18 -2.19 0.82
F4 -6.45 -3.10 -1.04
C9 -4.82 -2.87 0.67
F5 -5.26 -3.90 1.46
F6 -4.00 -3.42 -0.29
F7 -4.14 -2.02 1.48
C10 -3.82 2.62 1.15
C11 -2.56 3.29 1.27
C12 -1.34 2.65 0.70
C13 -0.02 3.44 0.87
O3 1.09 2.97 0.98
C14 -0.14 5.00 0.95
C15 -1.25 5.58 1.47
C16 -2.42 4.68 1.96
O4 -3.21 4.98 2.81
H1 1.32 -1.00 2.18
H2 1.39 0.75 1.80
H3 -0.21 0.02 2.30
H4 1.45 -0.71 -0.26
H5 0.67 1.46 -0.78
H6 -2.81 -0.29 -0.55
H7 -4.74 3.12 1.56
H8 0.71 5.64 0.62
H9 -1.39 6.68 1.58
C17 2.58 4.61 4.79
C18 1.69 5.71 4.27
O5 1.03 5.56 3.26
C19 1.64 6.99 5.05
H10 2.51 3.75 4.13
H11 3.61 4.95 4.82
H12 2.25 4.31 5.79
H13 2.63 7.44 5.09
H14 1.27 6.80 6.06
H15 0.96 7.69 4.56
C20 -5.97 -6.82 -1.25
C21 -5.37 -7.35 -2.52
O6 -4.33 -7.97 -2.52
C22 -6.10 -7.06 -3.81
H16 -5.33 -7.09 -0.40
H17 -6.04 -5.73 -1.29
H18 -6.96 -7.25 -1.10
H19 -6.18 -5.99 -3.96
H20 -7.10 -7.51 -3.77
H21 -5.56 -7.50 -4.64
C23 3.78 -0.53 -3.77
C24 4.07 -0.05 -2.37
O7 3.18 0.33 -1.63
C25 5.51 -0.06 -1.92
H22 2.71 -0.46 -3.95
H23 4.30 0.10 -4.49
H24 4.09 -1.57 -3.88
H25 6.11 0.59 -2.56
H26 5.90 -1.08 -1.95
H27 5.57 0.31 -0.89
C26 10.13 -1.13 -0.82
C27 8.97 -1.24 -1.77
O8 8.28 -0.28 -2.03
C28 8.70 -2.59 -2.39
H28 10.21 -0.11 -0.45
H29 9.98 -1.80 0.03
H30 11.06 -1.39 -1.33
H31 8.48 -3.32 -1.60
H32 9.56 -2.91 -2.97
H33 7.84 -2.52 -3.05

---

(13)
This record from the Open Molecules 2025 dataset describes a structure of composition C5H8N2O3S in a non-equilibrium geometry. The level of theory is wB97M-V/def2-TZVPD.

HOMO-LUMO gap, eV: 8.8
E_HOMO, eV: -8.38

Atoms and positions in Å:
C1 0.92 -1.20 2.26
C2 -1.12 -0.59 1.26
C3 -1.78 0.17 0.22
C4 -0.06 0.31 -1.77
C5 1.03 1.50 -1.87
H1 0.85 -0.33 3.13
H2 0.42 -2.18 2.63
H3 2.15 -1.39 2.11
H4 0.55 -0.53 -1.25
H5 -0.53 -0.23 -2.72
H6 1.53 1.75 -0.80
H7 0.43 2.49 -2.06
H8 2.96 1.51 -2.57
N1 -1.79 -1.30 2.14
N2 -3.12 -0.10 0.21
O1 0.22 -0.61 1.17
O2 -1.27 0.76 -0.87
O3 2.01 1.04 -2.66
S1 -3.40 -1.06 1.43